A 2-piece molecular cluster, CHIS2 overall in a non-equilibrium geometry, computed with ωB97M-V with the def2-TZVPD basis set.

Structure (XYZ):
```
5
Properties=species:S:1:pos:R:3
I 2.2147 -0.6922 0.0047
S -0.9133 1.5839 0.0291
S -1.3485 -1.4819 -0.2837
C -1.1856 0.0649 -0.1657
H 1.2327 0.5253 0.4156
```

- LUMO energy: -0.016 Eh
- Net charge: 0
- Energy above the lowest of the compared OMol25 structures with the same formula, charge and spin: 12.1 kJ/mol
- Kohn-Sham gap: 9.08 eV
- Energy: -30823.8892 eV

For each atom in turn, the Löwdin charge in e is: 0.429 0.715 0.699 -1.445 -0.398